1.
Computed, not measured: 8 unconnected molecules or ions with the total composition C33H57N7O3S2 at a distorted geometry, with the ωB97M-V functional and the def2-TZVPD basis.

```
102
Properties=species:S:1:pos:R:3
N 4.7912 -4.4958 3.4189
C -7.0913 -6.7870 0.1138
C 4.7283 5.2539 0.3993
C -1.6051 2.6561 2.0365
S 2.5859 5.8690 -0.7648
C 4.0278 1.7561 -0.2988
C -3.0169 -2.5619 3.6595
O 3.3157 4.8218 0.3479
H -1.7091 2.9745 3.0763
H -5.1188 -0.6414 -2.3149
C -3.3360 -2.7708 2.2155
H -2.5669 0.1967 3.5832
H -1.9528 -2.3341 3.7609
H 9.0858 -4.6116 2.0954
C 0.0266 2.2010 -0.4230
C -7.2876 -6.6253 1.5855
C 5.1152 2.7124 -0.9938
H -1.8344 3.1732 -0.7076
H -2.9060 1.0300 -1.0031
H 4.6002 1.1563 0.4825
H -2.6869 -0.4145 -1.9823
O 2.4703 4.8557 -2.1541
C -5.6352 -7.1552 -0.1825
H 1.9230 -3.1525 1.8451
H -4.7319 -0.6289 -0.5987
H 7.6469 -5.8670 3.6673
C -3.6184 -0.0952 3.5101
H -3.6481 -1.3009 5.2852
H 4.9423 5.9940 -0.4417
N 1.7181 4.3088 -7.5405
H -4.2225 0.6962 3.9588
N 0.7105 1.2733 -0.5308
H 3.1631 2.3206 0.1484
O 1.2397 6.2209 -0.2828
H 0.4017 5.1277 -4.7646
C 5.8444 -4.8875 3.1449
H -5.5170 -7.3027 -1.2595
N 4.5689 -1.4240 0.2176
C -5.2763 2.0100 -0.1637
N -7.4393 -6.5010 2.7254
C -0.8561 3.4588 -5.3530
H 3.3308 6.7699 -5.2002
H -0.0058 4.0211 1.6101
H -2.5962 2.3880 1.6617
C 1.0401 -1.2481 1.3862
H 7.1117 -6.1457 2.0052
H 4.8607 5.7528 1.4163
H -7.7591 -7.5712 -0.2496
H 8.2072 -2.7316 0.7642
C 7.2043 -5.3908 2.7897
C -5.7284 1.1576 -1.3027
C -4.6484 -6.0904 0.2841
C -0.9888 3.7711 1.1998
H 1.3644 -2.2601 3.2544
H -4.9289 -1.6734 4.1387
H -6.7303 0.7795 -1.0882
S 5.9232 3.8586 0.2137
H 1.4753 -1.1659 0.3887
H 1.1369 3.5397 -4.5117
H 6.5601 -3.0749 1.2745
C 3.1786 6.1804 -4.2543
C 1.1918 4.2295 -6.5132
H -1.3251 3.3610 -4.3700
H -4.6840 -5.9552 1.3675
H -0.7288 2.4476 -5.7505
H -0.4213 4.2301 -0.8377
C -3.8678 -1.4200 4.2209
H 8.1927 -3.4969 3.1227
C -3.3367 0.4480 -1.8219
H 3.6803 1.0125 -1.0833
C -1.7900 4.2380 -6.2731
H -4.8573 -5.1277 -0.1893
C 3.0758 5.6173 -3.1679
H 4.6930 3.2732 -1.8782
H 0.9577 -0.2430 1.8089
C 0.5116 4.1265 -5.1882
H -2.7606 3.7414 -6.3379
C -0.8547 3.3977 -0.2778
C 7.5335 -3.5306 1.0804
H 5.9289 2.0113 -1.3798
H 7.4247 -4.2326 0.2489
C 1.8712 -2.1548 2.2908
H -3.8880 -0.1479 2.4525
H -5.7838 1.7697 -2.2064
H -1.3917 4.3046 -7.2882
C 3.2836 -1.6164 2.5255
H -3.3181 1.0614 -2.7279
N -3.5838 -2.9299 1.0966
H -5.3878 -8.1051 0.3009
H 0.0308 -1.6506 1.2669
H -7.3606 -5.8539 -0.3867
H -3.2188 -3.4859 4.2059
H -3.6274 -6.3805 0.0273
H 3.2436 -0.6305 2.9965
H 3.8373 -2.2858 3.1867
N -4.9225 2.6710 0.7176
H -1.6094 4.6667 1.2857
C 8.0855 -4.2306 2.3183
H -1.9516 5.2531 -5.8993
C 4.0080 -1.5077 1.2260
C -4.7554 -0.0094 -1.5002
H -0.9808 1.7582 2.0330
```

Results
net charge: 0
HOMO: -8.828 eV

Löwdin atomic charge list, values in e, 4 entries: 0.154, -0.187, -0.538, -0.117



2.
Computed, not measured: 13 unconnected molecules or ions with the total composition C42H118N8O13 at a distorted geometry, with the ωB97M-V functional and the def2-TZVPD basis.

```
181
Properties=species:S:1:pos:R:3
H 4.2324 -3.8304 -6.0973
H -3.0741 5.4435 -4.8213
C 1.3651 3.1519 -4.3854
H -0.4227 6.2178 0.7873
O -2.1395 1.2905 4.6250
C -5.2636 -3.7223 -0.4981
H 1.3877 3.9211 -5.1574
H 6.1941 -1.0237 -0.4796
H 0.4655 6.2577 2.8405
H -2.0295 4.8663 -3.5663
N -4.0514 -1.3886 4.5402
H 4.4550 -3.0377 -1.2674
C 1.3442 1.7786 -5.0013
H 4.8968 2.5917 1.1106
H -3.5287 -0.5249 4.5125
O 4.9419 0.6385 -2.1330
H -7.5030 -5.3015 -0.2810
H 3.1627 -4.2741 3.8073
H -3.9772 2.3327 -2.6496
H 2.6944 -3.8118 -6.4370
H -0.1411 1.6152 -1.6786
H 2.8193 -0.6761 5.8468
H 2.7972 -5.2819 -4.1812
C 3.1577 -3.2160 -4.5479
H -3.3709 6.4015 0.9214
C -5.3014 5.4293 -3.5162
H -3.8744 2.1659 4.2532
C -2.1355 -3.0088 4.7829
H 2.7946 -5.1870 1.9082
H -1.6490 6.4102 -1.4855
C 5.5819 -1.5022 -1.2440
C -3.3894 -2.5833 3.9873
H 2.9209 4.7022 1.3085
C 1.4009 -2.9174 3.8198
H 2.9888 0.5688 3.7089
H 1.2485 4.6308 0.9997
H 0.7628 2.2856 2.4030
C 1.1183 2.6690 4.3841
C -3.0295 -2.2488 2.5357
H 5.2717 1.3549 2.3110
H -0.1243 -0.9506 -1.4555
H -5.6983 -3.5058 -3.0594
H 3.3741 -2.2862 5.4300
H -1.5288 4.1990 -0.2741
H 4.4884 -4.9215 -4.1431
H 0.9940 -3.2218 -4.6494
H 3.9211 -2.4871 -4.2759
C -4.3395 -3.0094 -1.5729
H -4.0240 3.1241 -5.0291
C -0.8597 -4.2171 -1.8353
C -6.5241 -5.7708 -0.3789
C -1.3368 -3.6114 6.9583
H 0.0863 0.1621 2.6149
H -0.1426 -1.8566 0.4327
H 2.1964 1.7427 -5.6799
H -0.4994 5.9178 4.2937
C 2.2026 4.7707 0.4915
O 3.4646 -4.2603 -2.4123
H -6.6449 -6.6772 -0.9720
H 3.5999 -0.4621 -0.9115
H 1.0945 -3.3977 -1.2790
H 0.8888 -3.5937 4.5043
C 2.4824 -1.6832 5.6011
H -2.6500 -3.1357 2.0283
C 1.1589 1.6968 3.2304
H -2.9054 1.3208 -3.5130
H -4.0479 -1.5828 5.5313
H 4.1506 -2.0747 3.0604
H 0.5661 -3.8088 0.9829
H 0.1045 2.9469 4.6724
C 2.4270 3.7520 -0.6693
C 0.1069 -0.2658 -0.6397
H -3.5562 -3.6975 -1.8907
H 2.9270 1.3284 -2.3853
H -1.9103 3.6369 -5.9559
H -3.2394 6.0943 -1.5427
H 0.8153 -5.1196 -0.7902
C -2.4440 4.5533 0.2003
H -1.5117 -3.7721 4.3179
H 1.4604 2.0979 5.2472
H 3.8205 1.1872 -3.8508
C -3.7409 -1.6956 -1.0771
H 0.4074 1.5873 -5.5247
N 2.0575 -4.5660 2.2102
H 0.6549 -0.1182 4.0446
H -6.1416 -6.1280 0.5772
N -2.5256 6.5705 -1.0100
H -0.7882 -2.6695 6.9559
N 3.4063 -3.2616 -5.9781
H -1.5848 -3.7571 8.0097
H 2.8852 -6.1270 -1.9236
H -0.6278 -4.3666 6.6189
H 7.4012 -2.3687 -1.8308
C -3.0318 4.7526 -3.9793
O -3.9871 5.1883 -3.0876
H 1.8533 -1.9837 6.4389
H 3.7860 -1.1210 -2.4657
H -3.7053 2.0606 1.7913
H -2.4123 4.0246 1.1530
H 1.5219 -5.1190 2.8639
O -1.5248 6.0302 2.5072
H -5.8125 -2.0078 -2.5722
H -0.5315 3.2429 -4.1346
C 2.5343 1.0942 2.8690
N 5.1683 -2.7175 -0.6281
C 4.3555 -0.6246 -1.6800
H -6.1810 -3.1408 -0.4062
H 4.6831 -2.4948 0.2293
H -3.8581 -1.7675 2.0163
H -2.8924 -1.8010 -0.4011
H 2.2713 0.3971 2.0734
H -5.3952 5.7507 -4.5535
O 2.2424 6.0924 0.0018
N 0.2111 0.6144 3.5094
H 4.2897 -3.3630 1.8378
O 3.3725 2.1528 2.3720
H -0.6225 1.7516 -0.0004
H 6.9684 -1.0579 -2.8910
H -1.3798 1.0099 4.1096
C -3.0511 2.3616 -3.2237
C 1.8285 -2.6462 -4.2489
H -4.7617 -3.7541 0.4689
H 6.1004 -2.6151 -3.0069
H -4.5110 -1.1246 -0.5585
H -5.7280 6.1943 -2.8675
H 2.3014 6.7015 0.7415
H 3.0696 -2.1778 1.6184
C -2.8972 2.1235 3.7721
H -5.8974 4.5470 -3.2831
C -3.0900 1.4477 2.4500
C -0.6359 1.0865 -0.8639
H 3.3972 -5.1583 -0.5659
H -2.4699 3.1191 3.6526
O 1.6535 -1.6657 4.4195
C 3.5183 -4.5549 -3.8075
H -2.0612 2.1433 -5.7353
C -0.4782 6.4588 3.3477
C 6.5548 -1.8941 -2.3273
H -2.1437 1.4521 1.9090
C -1.3367 6.6112 1.2324
H 0.5843 -2.6620 3.1444
H 1.5546 3.7689 -1.3227
H 1.7689 -2.4554 -3.1774
C -3.1600 3.3308 -4.3976
H -3.6157 0.4938 2.4071
C -2.4927 6.0722 0.3660
O -0.2752 -0.9136 0.5541
O 0.2263 3.3346 -3.5523
H -4.0241 -3.4642 3.8907
H -1.3208 -3.2501 -2.0365
H -0.6066 7.5314 3.4928
H 1.7262 3.5662 4.2678
O -2.4879 -3.3958 6.1300
H 1.6954 -1.6774 -4.7304
H 2.7143 2.7287 -0.4274
C 3.9311 1.4363 -2.7955
H 4.3280 0.9987 0.8497
N -5.1274 -2.7161 -2.7938
H -3.2648 4.1253 -0.3753
N -1.9975 2.9887 -5.1863
O -5.5500 -5.0066 -1.0961
H -3.3825 -1.0555 -1.8834
H -0.5242 -4.7480 -2.7262
C 3.5945 -2.7347 2.3946
H 1.4977 0.9433 -4.3180
C 4.4964 1.7282 1.6419
H -1.6855 0.8887 -1.0813
C 2.6162 -3.6248 3.1232
H 4.6829 -5.7574 -1.7266
H -1.5968 -4.9015 -1.4153
H -1.5689 -2.0805 4.8569
H 2.2478 3.3597 -3.7807
C 0.3750 -4.1301 -0.9130
C 3.6527 -5.4283 -1.5906
O -0.1006 -3.5993 0.3247
H 1.1883 -0.1360 -0.6842
H -2.1937 2.6531 -2.6170
H 4.1312 2.5060 -2.7335
H -1.2404 7.6963 1.1978
H -2.2321 -1.5123 2.4366
H 3.2825 4.0315 -1.2841
```

Results
net charge: 0
energy above the lowest of the compared OMol25 structures with the same formula, charge and spin: 38.2 kcal/mol
HOMO: -8.250 eV

Löwdin atomic charge list, values in e, 4 entries: 0.065, 0.133, -0.304, 0.099



no.,gap between HOMO and LUMO (eV)
1,9.279
2,8.420